1.
ORCA calculation (ωB97M-V/def2-TZVPD) on a cluster of 8 separate species, C30H69F2O21P3S3 in total at a distorted geometry.

2S+1: 1
E: -5183.0650 Ha
HOMO level: -9.0 eV
Relative energy (zero: lowest compared OMol25 entry of this formula, charge and spin): 4.9 kcal/mol
Orbital gap: 0.3467 Eh
F_max: 0.07119 Eh/bohr

Last columns: bonded neighbours and bond lengths (Å).
Atoms and positions in Å:
1 C -0.494 4.961 -4.887  C2 1.504, H12 1.092, H13 1.110, H14 1.107
2 C -0.688 3.891 -5.926  C1 1.504, O3 1.422, H15 1.072, H16 1.089
3 O -1.307 4.555 -7.022  C2 1.422, P4 1.620
4 P -0.700 4.684 -8.518  O3 1.620, O5 1.482, O6 1.532, O9 1.580
5 O 0.685 4.178 -8.671  P4 1.482
6 O -1.068 6.111 -8.938  P4 1.532, C7 1.413
7 C -2.337 6.733 -8.915  O6 1.413, C8 1.531, H17 1.098, H18 1.074
8 C -2.192 7.817 -7.843  C7 1.531, H19 1.072, H20 1.105, H21 1.111
9 O -1.693 3.800 -9.372  P4 1.580, C10 1.488
10 C -1.422 2.343 -9.517  O9 1.488, C11 1.487, H22 1.091, H23 1.085
11 C -2.359 1.652 -10.441  C10 1.487, H24 1.134, H25 1.092, H26 1.098
12 H -0.114 4.590 -3.934  C1 1.092
13 H 0.132 5.798 -5.262  C1 1.110
14 H -1.482 5.413 -4.675  C1 1.107
15 H 0.276 3.537 -6.234  C2 1.072
16 H -1.329 3.075 -5.595  C2 1.089
17 H -2.503 7.206 -9.891  C7 1.098
18 H -3.046 6.010 -8.555  C7 1.074
19 H -1.385 8.431 -8.190  C8 1.072
20 H -3.089 8.461 -7.882  C8 1.105
21 H -1.952 7.464 -6.818  C8 1.111
22 H -0.373 2.313 -9.817  C10 1.091
23 H -1.552 1.853 -8.557  C10 1.085
24 H -2.044 0.566 -10.541  C11 1.134
25 H -3.402 1.585 -10.127  C11 1.092
26 H -2.487 2.186 -11.392  C11 1.098
27 C -0.578 -2.019 6.131  C28 1.526, H38 1.148, H39 1.142, H40 1.110
28 C 0.782 -1.782 6.782  C27 1.526, O29 1.441, H41 1.122, H42 1.079
29 O 1.867 -1.837 5.836  C28 1.441, P30 1.578
30 P 2.530 -0.616 5.088  O29 1.578, O31 1.457, O32 1.577, O35 1.595
31 O 2.195 0.652 5.723  P30 1.457
32 O 4.044 -1.033 4.940  P30 1.577, C33 1.460
33 C 4.724 -1.391 6.182  O32 1.460, C34 1.523, H43 1.076, H44 1.117
34 C 4.755 -2.913 6.223  C33 1.523, H45 1.072, H46 1.040, H47 1.059
35 O 2.043 -0.656 3.570  P30 1.595, C36 1.446
36 C 2.335 -1.824 2.767  O35 1.446, C37 1.505, H48 1.088, H49 1.140
37 C 0.993 -2.253 2.238  C36 1.505, H50 1.110, H51 1.148, H52 1.085
38 H -0.467 -3.044 5.626  C27 1.148
39 H -1.322 -2.118 6.991  C27 1.142
40 H -0.992 -1.241 5.455  C27 1.110
41 H 0.907 -0.786 7.284  C28 1.122
42 H 1.049 -2.550 7.491  C28 1.079
43 H 5.734 -1.124 5.926  C33 1.076
44 H 4.431 -0.855 7.117  C33 1.117
45 H 5.198 -3.277 5.318  C34 1.072
46 H 5.414 -3.213 6.970  C34 1.040
47 H 3.832 -3.424 6.316  C34 1.059
48 H 2.938 -1.498 1.922  C36 1.088
49 H 2.835 -2.575 3.464  C36 1.140
50 H 0.520 -1.393 1.719  C37 1.110
51 H 1.097 -3.148 1.526  C37 1.148
52 H 0.262 -2.556 2.979  C37 1.085
53 C 0.864 -6.438 4.534  C54 1.545, H64 1.083, H65 1.083, H66 1.085
54 C 0.072 -5.662 3.458  C53 1.545, O55 1.388, H67 1.066, H68 1.116
55 O -0.838 -6.561 2.921  C54 1.388, P56 1.573
56 P -2.290 -6.283 2.383  O55 1.573, O57 1.478, O58 1.659, O61 1.638
57 O -2.778 -7.344 1.476  P56 1.478
58 O -3.179 -6.020 3.758  P56 1.659, C59 1.441
59 C -4.265 -6.947 3.953  O58 1.441, C60 1.511, H69 1.051, H70 1.073
60 C -5.378 -6.582 2.999  C59 1.511, H71 1.025, H72 1.132, H73 1.150
61 O -2.357 -4.748 1.815  P56 1.638, C62 1.473
62 C -1.841 -4.612 0.442  O61 1.473, C63 1.477, H74 1.117, H75 1.047
63 C -3.013 -4.808 -0.435  C62 1.477, H76 1.088, H77 1.157, H78 1.064
64 H 1.393 -7.206 3.984  C53 1.083
65 H 1.424 -5.781 5.187  C53 1.083
66 H 0.147 -6.984 5.138  C53 1.085
67 H -0.417 -4.767 3.768  C54 1.066
68 H 0.823 -5.398 2.676  C54 1.116
69 H -3.924 -7.939 3.891  C59 1.051
70 H -4.653 -6.932 4.953  C59 1.073
71 H -5.843 -5.704 3.254  C60 1.025
72 H -4.985 -6.352 1.962  C60 1.132
73 H -6.116 -7.464 2.990  C60 1.150
74 H -1.294 -3.650 0.294  C62 1.117
75 H -1.113 -5.359 0.353  C62 1.047
76 H -3.266 -5.863 -0.514  C63 1.088
77 H -3.855 -4.173 0.041  C63 1.157
78 H -2.964 -4.386 -1.411  C63 1.064
79 C -2.298 4.350 0.051  S80 1.778, H83 1.057, H84 1.094, H85 1.063
80 S -2.461 3.902 -1.662  C79 1.778, O81 1.495, C82 1.884
81 O -1.383 2.912 -1.963  S80 1.495
82 C -4.064 2.916 -1.584  S80 1.884, H86 1.143, H87 1.071, H88 1.100
83 H -2.268 3.423 0.559  C79 1.057
84 H -3.126 4.997 0.357  C79 1.094
85 H -1.359 4.815 0.230  C79 1.063
86 H -3.859 2.075 -0.837  C82 1.143
87 H -4.247 2.390 -2.499  C82 1.071
88 H -4.869 3.639 -1.391  C82 1.100
89 C 1.309 -7.218 -1.452  S90 1.797, H93 1.044, H94 1.063, H95 1.141
90 S 1.154 -5.571 -0.750  C89 1.797, O91 1.464, C92 1.760
91 O 1.610 -5.697 0.636  S90 1.464
92 C 2.459 -4.699 -1.547  S90 1.760, H96 1.083, H97 1.132, H98 1.119
93 H 0.967 -7.353 -2.429  C89 1.044
94 H 0.790 -7.914 -0.839  C89 1.063
95 H 2.402 -7.529 -1.346  C89 1.141
96 H 3.358 -5.258 -1.776  C92 1.083
97 H 2.737 -3.851 -0.851  C92 1.132
98 H 2.174 -4.295 -2.551  C92 1.119
99 C 3.258 5.275 -0.533  S100 1.777, H103 1.130, H104 1.122, H105 1.083
100 S 1.758 6.151 -0.159  C99 1.777, O101 1.481, C102 1.806
101 O 0.791 5.070 0.141  S100 1.481
102 C 2.246 6.824 1.444  S100 1.806, H106 1.110, H107 1.098, H108 1.121
103 H 3.579 4.691 0.380  C99 1.130
104 H 4.089 6.005 -0.725  C99 1.122
105 H 3.080 4.647 -1.397  C99 1.083
106 H 2.658 6.031 2.101  C102 1.110
107 H 1.327 7.309 1.801  C102 1.098
108 H 2.998 7.653 1.374  C102 1.121
109 C 0.862 2.536 3.623  C110 1.549, O114 1.410, H116 1.054, H117 1.103
110 C 1.792 3.674 4.114  C109 1.549, O111 1.425, F115 1.372, H118 1.078
111 O 0.990 4.833 3.907  C110 1.425, C112 1.352
112 C -0.093 4.552 3.147  O111 1.352, O113 1.193, O114 1.352
113 O -0.878 5.395 2.838  C112 1.193
114 O -0.164 3.218 2.938  C109 1.410, C112 1.352
115 F 2.924 3.726 3.341  C110 1.372
116 H 0.451 2.017 4.444  C109 1.054
117 H 1.493 1.810 3.082  C109 1.103
118 H 2.011 3.705 5.169  C110 1.078
119 C 1.333 1.808 -0.070  C120 1.472, O124 1.432, H126 1.087, H127 1.081
120 C 1.222 1.624 -1.527  C119 1.472, O121 1.464, F125 1.395, H128 1.143
121 O 1.726 0.258 -1.688  C120 1.464, C122 1.376
122 C 2.381 -0.079 -0.525  O121 1.376, O123 1.199, O124 1.315
123 O 2.850 -1.177 -0.415  C122 1.199
124 O 2.260 0.831 0.417  C119 1.432, C122 1.315
125 F 2.106 2.510 -2.144  C120 1.395
126 H 0.379 1.751 0.446  C119 1.087
127 H 1.790 2.749 0.199  C119 1.081
128 H 0.202 1.794 -2.014  C120 1.143

***

2.
ORCA calculation (ωB97M-V/def2-TZVPD) on a cluster of 5 separate species, C30H69N2O20P4 in total at a distorted geometry.

2S+1: 1
E: -4164.3534 Ha
Net charge: -1
HOMO level: -4.3 eV
Orbital gap: 0.1754 Eh
F_max: 0.16727 Eh/bohr

Last columns: bonded neighbours and bond lengths (Å).
Atoms and positions in Å:
1 C 2.950 4.848 -4.807  C2 1.319, H13 1.078, H14 1.083
2 C 2.114 5.020 -5.812  C1 1.319, O3 1.389, H15 1.084
3 O 1.968 6.272 -6.396  C2 1.389, C4 1.372
4 C 0.926 7.020 -5.910  O3 1.372, O5 1.191, N6 1.399
5 O 0.841 8.150 -6.278  C4 1.191
6 N 0.061 6.351 -5.038  C4 1.399, C7 1.451, C10 1.515
7 C -1.330 6.577 -5.384  N6 1.451, N8 1.458, H16 1.100, H17 1.097
8 N -2.113 5.472 -4.846  C7 1.458, C9 1.453, H18 1.012
9 C -1.667 4.185 -5.352  N8 1.453, H19 1.087, H20 1.105, H21 1.093
10 C 0.348 6.596 -3.570  N6 1.515, O11 1.239, O12 1.237
11 O 0.520 5.569 -2.900  C10 1.239
12 O 0.417 7.760 -3.159  C10 1.237
13 H 3.003 3.914 -4.273  C1 1.078
14 H 3.593 5.680 -4.546  C1 1.083
15 H 1.583 4.158 -6.198  C2 1.084
16 H -1.471 6.691 -6.469  C7 1.100
17 H -1.689 7.506 -4.924  C7 1.097
18 H -3.074 5.593 -5.143  N8 1.012
19 H -0.668 3.921 -5.015  C9 1.087
20 H -1.682 4.160 -6.456  C9 1.105
21 H -2.326 3.395 -4.983  C9 1.093
22 O -0.057 -0.512 -4.764  P23 1.510
23 P -0.851 -1.796 -4.784  O22 1.510, O24 1.655, O27 1.643, O30 1.633
24 O -2.059 -1.302 -5.803  P23 1.655, C25 1.426
25 C -1.789 -1.232 -7.202  O24 1.426, C26 1.519, H33 1.094, H34 1.090
26 C -1.608 -2.605 -7.827  C25 1.519, H35 1.094, H36 1.091, H37 1.090
27 O -1.572 -1.531 -3.331  P23 1.643, C28 1.429
28 C -1.090 -0.585 -2.376  O27 1.429, C29 1.513, H38 1.089, H39 1.094
29 C -1.780 0.751 -2.539  C28 1.513, H40 1.090, H41 1.091, H42 1.092
30 O -1.419 -3.327 -4.775  P23 1.633, C31 1.433
31 C -2.410 -3.859 -3.886  O30 1.433, C32 1.511, H43 1.088, H44 1.093
32 C -3.792 -3.293 -4.113  C31 1.511, H45 1.087, H46 1.091, H47 1.091
33 H -0.905 -0.610 -7.375  C25 1.094
34 H -2.641 -0.729 -7.658  C25 1.090
35 H -0.709 -3.098 -7.446  C26 1.094
36 H -1.514 -2.523 -8.910  C26 1.091
37 H -2.454 -3.251 -7.592  C26 1.090
38 H -0.007 -0.486 -2.430  C28 1.089
39 H -1.322 -0.994 -1.388  C28 1.094
40 H -1.689 1.133 -3.555  C29 1.090
41 H -1.360 1.490 -1.855  C29 1.091
42 H -2.849 0.652 -2.335  C29 1.092
43 H -2.095 -3.758 -2.850  C31 1.088
44 H -2.432 -4.933 -4.088  C31 1.093
45 H -3.838 -2.226 -3.910  C32 1.087
46 H -4.505 -3.795 -3.457  C32 1.091
47 H -4.101 -3.439 -5.149  C32 1.091
48 O -4.454 3.537 3.294  P49 1.481
49 P -3.821 2.235 2.983  O48 1.481, O50 1.637, O53 1.624, O56 1.613
50 O -2.724 2.005 4.178  P49 1.637, C51 1.426
51 C -3.192 1.749 5.501  O50 1.426, C52 1.519, H59 1.094, H60 1.091
52 C -3.846 0.385 5.631  C51 1.519, H61 1.093, H62 1.091, H63 1.089
53 O -2.859 2.643 1.741  P49 1.624, C54 1.435
54 C -2.900 3.924 1.095  O53 1.435, C55 1.512, H64 1.088, H65 1.091
55 C -1.886 4.867 1.702  C54 1.512, H66 1.091, H67 1.090, H68 1.090
56 O -3.905 0.694 2.511  P49 1.613, C57 1.432
57 C -3.056 0.084 1.532  O56 1.432, C58 1.511, H69 1.088, H70 1.092
58 C -1.620 -0.069 1.980  C57 1.511, H71 1.088, H72 1.092, H73 1.092
59 H -3.883 2.540 5.807  C51 1.094
60 H -2.319 1.802 6.153  C51 1.091
61 H -4.772 0.333 5.051  C52 1.093
62 H -4.089 0.174 6.674  C52 1.091
63 H -3.186 -0.397 5.257  C52 1.089
64 H -3.904 4.342 1.116  C54 1.088
65 H -2.649 3.752 0.047  C54 1.091
66 H -2.024 4.958 2.780  C55 1.091
67 H -1.968 5.858 1.255  C55 1.090
68 H -0.875 4.494 1.536  C55 1.090
69 H -3.132 0.604 0.580  C57 1.088
70 H -3.471 -0.913 1.363  C57 1.092
71 H -1.138 0.891 2.149  C58 1.088
72 H -1.053 -0.605 1.217  C58 1.092
73 H -1.570 -0.627 2.917  C58 1.092
74 O -1.908 -2.429 6.548  P75 1.489
75 P -0.935 -2.480 7.674  O74 1.489, O76 1.653, O79 1.630, O82 1.620
76 O 0.463 -2.405 6.796  P75 1.653, C77 1.430
77 C 0.800 -1.173 6.153  O76 1.430, C78 1.518, H85 1.094, H86 1.090
78 C 1.174 -0.081 7.140  C77 1.518, H87 1.093, H88 1.090, H89 1.090
79 O -0.995 -4.066 8.047  P75 1.630, C80 1.426
80 C -2.032 -4.927 7.580  O79 1.426, C81 1.514, H90 1.088, H91 1.092
81 C -1.618 -5.618 6.298  C80 1.514, H92 1.090, H93 1.091, H94 1.091
82 O -0.150 -2.099 9.039  P75 1.620, C83 1.434
83 C 0.484 -3.028 9.928  O82 1.434, C84 1.511, H95 1.088, H96 1.092
84 C 1.708 -3.689 9.337  C83 1.511, H97 1.088, H98 1.091, H99 1.090
85 H -0.033 -0.850 5.521  C77 1.094
86 H 1.647 -1.385 5.501  C77 1.090
87 H 0.316 0.210 7.751  C78 1.093
88 H 1.529 0.804 6.612  C78 1.090
89 H 1.952 -0.425 7.820  C78 1.090
90 H -2.970 -4.388 7.462  C80 1.088
91 H -2.191 -5.676 8.360  C80 1.092
92 H -1.321 -4.897 5.536  C81 1.090
93 H -2.437 -6.221 5.904  C81 1.091
94 H -0.759 -6.267 6.477  C81 1.091
95 H -0.232 -3.758 10.300  C83 1.088
96 H 0.787 -2.438 10.795  C83 1.092
97 H 1.467 -4.308 8.477  C84 1.088
98 H 2.181 -4.322 10.090  C84 1.091
99 H 2.426 -2.939 9.005  C84 1.090
100 O 5.712 0.095 -2.963  P101 1.479
101 P 5.106 -0.721 -1.888  O100 1.479, O102 1.640, O105 1.626, O108 1.611
102 O 5.923 -2.142 -1.931  P101 1.640, C103 1.427
103 C 7.291 -2.152 -1.521  O102 1.427, C104 1.519, H111 1.094, H112 1.090
104 C 7.453 -1.921 -0.029  C103 1.519, H113 1.092, H114 1.091, H115 1.090
105 O 3.696 -1.142 -2.578  P101 1.626, C106 1.432
106 C 3.230 -0.585 -3.812  O105 1.432, C107 1.510, H116 1.087, H117 1.094
107 C 3.634 -1.462 -4.973  C106 1.510, H118 1.091, H119 1.091, H120 1.093
108 O 4.514 -0.891 -0.399  P101 1.611, C109 1.433
109 C 3.278 -1.530 -0.057  O108 1.433, C110 1.511, H121 1.088, H122 1.092
110 C 3.284 -3.023 -0.289  C109 1.511, H123 1.088, H124 1.091, H125 1.091
111 H 7.850 -1.403 -2.089  C103 1.094
112 H 7.687 -3.132 -1.787  C103 1.090
113 H 7.140 -0.913 0.252  C104 1.092
114 H 8.496 -2.045 0.266  C104 1.091
115 H 6.838 -2.619 0.539  C104 1.090
116 H 3.571 0.440 -3.939  C106 1.087
117 H 2.138 -0.557 -3.766  C106 1.094
118 H 4.711 -1.634 -4.990  C107 1.091
119 H 3.339 -1.005 -5.919  C107 1.091
120 H 3.155 -2.442 -4.893  C107 1.093
121 H 2.442 -1.045 -0.557  C109 1.088
122 H 3.139 -1.340 1.009  C109 1.092
123 H 3.401 -3.275 -1.341  C110 1.088
124 H 2.344 -3.452 0.061  C110 1.091
125 H 4.109 -3.491 0.250  C110 1.091

***

Question: What is the HOMO level in the first record?
Answer: -9.0 eV